Entry 1:
29
Properties=species:S:1:pos:R:3:lowdin_charge:R:1 method="wB97M-V/def2-TZVPD" gap_ev=10.08 homo_energy_ev=-9.497 smiles="CNC(C)=O.CCCCC" de_lowest_kj_mol=500.0 lumo_ev=0.59
C -0.55 -0.55 -3.64 -0.1251
C 0.38 -0.49 -2.33 -0.2823
C 1.33 -1.64 -1.88 -0.2321
C 2.12 -1.25 -0.59 -0.3410
C 3.09 -2.18 -0.04 -0.1667
C -2.52 1.50 0.37 -0.0319
C -1.34 1.36 1.31 -0.6476
C -0.74 0.74 3.67 -0.1100
H 0.21 -0.50 -4.46 0.0461
H -0.91 -1.68 -3.67 0.0819
H -1.36 0.34 -3.86 0.1120
H -0.14 0.03 -1.36 0.1090
H 1.12 0.32 -2.46 0.0886
H 0.80 -2.58 -1.91 0.0999
H 1.93 -1.73 -2.68 0.0565
H 1.39 -0.92 0.23 0.1191
H 2.72 -0.31 -0.88 0.1304
H 3.52 -2.86 -0.88 0.1108
H 3.59 -1.61 0.78 0.0784
H 2.32 -2.88 0.58 0.1119
H -3.38 1.37 1.03 0.0469
H -2.30 0.68 -0.48 0.1146
H -2.59 2.61 -0.18 0.1488
H -2.53 0.76 2.64 0.1637
H 0.31 1.37 3.55 0.1335
H -1.07 0.82 4.86 0.1131
H -0.84 -0.40 3.60 0.0837
N -1.59 1.37 2.62 -0.0338
O -0.29 1.58 0.75 0.0218



Entry 2:
29
Properties=species:S:1:pos:R:3:lowdin_charge:R:1 method="wB97M-V/def2-TZVPD" gap_ev=7.80 homo_energy_ev=-7.019 de_lowest_kj_mol=559.4 lumo_ev=0.78
C 0.93 0.95 0.28 -0.4193
C -0.89 -0.16 0.35 -0.1949
C -0.34 -0.82 -0.75 -0.1919
C 2.11 0.57 -0.62 -0.0902
C 1.36 0.95 1.73 -0.0909
C 0.34 2.28 -0.16 -0.0921
C -1.14 -0.83 1.67 -0.0634
C 0.45 -2.09 -0.63 -0.0489
N -2.78 -0.48 -1.95 -0.0800
O -2.20 -1.43 -1.07 -0.3204
H -1.58 0.65 0.12 0.1132
H -0.29 -0.28 -1.69 0.1184
H -3.72 -0.30 -1.59 0.0613
H -2.90 -0.95 -2.84 0.0587
H 2.90 1.32 -0.51 0.0912
H 1.84 0.57 -1.68 0.0834
H 2.55 -0.39 -0.34 0.0742
H 0.56 1.26 2.40 0.0751
H 1.73 -0.03 2.05 0.0798
H 2.20 1.65 1.88 0.0869
H 1.12 3.05 -0.22 0.0855
H -0.41 2.64 0.54 0.0816
H -0.12 2.20 -1.15 0.0846
H -1.39 -0.11 2.44 0.0794
H -0.29 -1.43 2.01 0.0734
H -2.00 -1.50 1.55 0.0903
H 1.00 -2.16 0.31 0.0794
H -0.23 -2.94 -0.67 0.0928
H 1.17 -2.19 -1.45 0.0828



Entry 3:
37
Properties=species:S:1:pos:R:3:lowdin_charge:R:1 method="wB97M-V/def2-TZVPD" gap_ev="2.96 / 2.71" total_charge=-4 homo_energy_ev="5.948 / 6.233" multiplicity=2 de_lowest_kj_mol=0.0 lumo_ev="8.91 / 8.95"
Ag -1.20 -8.94 28.13 0.8522
O -0.85 -10.98 26.97 -0.1729
C -0.14 -12.09 27.38 -0.3847
C 0.75 -13.01 26.45 -0.5490
O 1.65 -12.58 25.52 -0.4040
H -0.88 -12.83 27.80 0.0597
H 0.45 -11.83 28.29 0.0901
H 0.03 -13.71 25.94 0.0363
H 1.25 -13.72 27.17 0.0358
O -3.54 -8.71 28.33 -0.4355
C -3.90 -7.86 27.28 -0.5097
C -3.07 -7.98 25.99 -0.5581
O -1.72 -7.76 26.06 -0.3367
H -3.77 -6.82 27.66 0.0509
H -4.97 -8.00 27.02 0.0447
H -3.57 -7.34 25.21 0.0407
H -3.31 -8.99 25.59 0.0638
O 1.21 -8.38 27.71 -0.3274
C 1.88 -7.17 27.89 -0.4617
C 2.80 -6.43 26.85 -0.5662
O 2.60 -6.39 25.51 -0.4168
H 2.47 -7.29 28.83 0.0393
H 1.11 -6.42 28.19 0.0424
H 3.83 -6.84 27.08 0.0241
H 2.94 -5.36 27.17 0.0220
C -1.86 -6.04 29.71 -0.1960
O -0.84 -6.99 29.51 -0.2026
H -2.11 -5.57 28.74 0.0687
H -2.80 -6.52 29.98 0.0603
H -1.55 -5.21 30.37 0.0496
H -0.02 -6.47 29.44 0.0342
C -1.95 -9.85 31.24 -0.1896
O -0.94 -10.00 30.26 -0.1647
H -1.80 -9.00 31.91 0.0632
H -2.89 -9.75 30.69 0.0627
H -2.06 -10.78 31.82 0.0537
H -0.12 -10.29 30.68 0.0813



Entry 4:
44
Properties=species:S:1:pos:R:3:lowdin_charge:R:1 method="wB97M-V/def2-TZVPD" gap_ev=2.73 total_charge=+2 homo_energy_ev=-16.315 de_lowest_kj_mol=158.3 lumo_ev=-13.58
Tl 0.36 0.46 -0.66 1.4138
As 0.64 0.46 -5.26 0.8006
F 2.11 1.42 -5.39 -0.2343
F 0.76 0.02 -6.94 -0.2206
F -0.85 -0.47 -5.09 -0.2620
F 0.53 0.82 -3.51 -0.3654
F -0.27 1.91 -5.64 -0.2271
F 1.54 -0.97 -4.79 -0.2602
O -1.23 2.73 0.06 -0.0585
C -2.00 3.52 0.64 -0.5308
N -1.49 4.41 1.48 0.2187
C -3.47 3.52 0.38 0.0336
H -0.49 4.40 1.60 0.1347
H -2.13 4.80 2.16 0.1363
H -3.73 3.02 -0.56 0.1030
H -3.92 4.50 0.49 0.1060
H -3.96 2.87 1.11 0.1044
O 0.37 0.20 2.18 -0.0576
C 0.17 0.06 3.41 -0.5187
N -0.72 0.76 4.08 0.2300
C 0.85 -1.06 4.15 0.0353
H -1.28 1.44 3.59 0.1334
H -0.84 0.53 5.06 0.1406
H 1.70 -0.61 4.67 0.0993
H 1.28 -1.82 3.50 0.0897
H 0.18 -1.51 4.89 0.1046
O -1.14 -1.71 -1.74 0.0297
C -1.88 -2.47 -2.39 -0.4523
N -2.23 -2.13 -3.63 0.2812
C -2.37 -3.83 -1.91 0.0658
H -1.82 -1.27 -3.97 0.0948
H -2.73 -2.80 -4.20 0.1568
H -1.97 -4.06 -0.93 0.0980
H -2.03 -4.52 -2.67 0.1178
H -3.46 -3.85 -1.92 0.1111
O 2.82 -0.20 0.72 0.0105
C 3.56 -0.61 1.61 -0.5078
N 3.92 0.18 2.64 0.2275
C 4.20 -2.00 1.64 0.0501
H 4.45 -0.16 3.43 0.1361
H 3.38 1.03 2.74 0.1338
H 5.17 -1.89 2.14 0.0990
H 4.40 -2.38 0.64 0.1025
H 3.60 -2.74 2.17 0.0966



Entry 5:
37
Properties=species:S:1:pos:R:3:lowdin_charge:R:1 method="wB97M-V/def2-TZVPD" gap_ev=6.77 total_charge=-1 homo_energy_ev=-4.223 lumo_ev=2.55
C 2.13 0.29 1.65 -0.1826
C 2.98 -0.45 0.63 -0.4557
P 2.17 -1.06 -0.96 0.9059
C 2.76 0.28 -2.10 -0.3431
B 0.25 -0.64 -0.80 -0.8050
C -0.56 -1.67 0.17 -0.2332
C -1.95 -1.15 0.63 -0.2291
C -1.99 -0.70 2.09 -0.2205
C -1.40 0.70 2.31 -0.2986
S -2.61 1.96 2.01 0.3455
O -3.80 1.72 2.76 -0.3429
O -2.69 2.30 0.63 -0.3230
Cl -1.67 3.56 2.93 0.3289
S -0.52 -0.90 -2.54 0.5871
C -0.34 0.63 -3.48 -0.1737
O -1.96 -1.10 -2.46 -0.3919
O 0.21 -1.92 -3.28 -0.4171
H 1.73 1.21 1.23 0.0645
H 2.72 0.56 2.53 0.0620
H 1.30 -0.32 2.00 0.0427
H 3.78 0.23 0.32 0.0486
H 3.47 -1.31 1.09 0.0443
H 2.13 1.18 -2.02 0.0173
H 2.72 -0.08 -3.13 0.0207
H 3.78 0.56 -1.88 0.0142
H 0.07 0.53 -0.52 0.0640
H 0.04 -1.98 1.03 0.0768
H -0.75 -2.58 -0.40 0.0872
H -2.70 -1.94 0.49 0.1094
H -2.26 -0.33 -0.01 0.0892
H -3.02 -0.69 2.46 0.1002
H -1.44 -1.39 2.73 0.1109
H -1.05 0.83 3.33 0.0927
H -0.60 0.91 1.60 0.0675
H 0.12 1.40 -2.86 0.0349
H -1.33 0.92 -3.80 0.0504
H 0.29 0.41 -4.35 0.0515



Entry 6:
49
Properties=species:S:1:pos:R:3:lowdin_charge:R:1 method="wB97M-V/def2-TZVPD" gap_ev=10.39 homo_energy_ev=-10.644 de_lowest_kj_mol=0.0 lumo_ev=-0.25
Ba -0.51 -0.12 0.86 2.1319
P 3.18 0.09 1.77 0.1564
F 2.30 0.57 3.04 -0.1562
F 2.18 1.00 0.81 -0.2461
F 4.16 1.31 1.97 -0.1086
F 4.00 -0.35 0.45 -0.1450
F 4.04 -0.90 2.65 -0.1035
F 2.09 -1.12 1.46 -0.2622
N -2.81 -0.99 0.14 -0.5345
S -3.65 -2.35 0.27 0.4731
O -4.12 -2.90 -0.97 -0.2580
O -4.46 -2.49 1.42 -0.2394
F -2.40 -3.33 0.55 -0.1924
S -3.84 -0.04 -0.76 0.4926
O -5.17 -0.06 -0.35 -0.2053
O -3.48 0.09 -2.12 -0.2372
F -3.23 1.31 -0.14 -0.2194
C 0.19 2.89 2.86 -0.0873
O 0.03 2.53 1.50 -0.3672
C 0.49 3.48 0.56 -0.1976
C -0.31 3.35 -0.71 -0.1680
O -0.42 1.96 -1.05 -0.3370
C -0.73 1.83 -2.43 -0.0971
H 1.21 3.24 3.05 0.1061
H 0.03 2.00 3.46 0.0816
H -0.54 3.64 3.16 0.0996
H 1.55 3.30 0.37 0.1326
H 0.39 4.50 0.94 0.1394
H 0.25 3.86 -1.50 0.1373
H -1.33 3.71 -0.57 0.1404
H -1.00 0.81 -2.65 0.0771
H 0.13 2.12 -3.05 0.1012
H -1.58 2.47 -2.69 0.1057
C 1.78 -0.24 -1.95 -0.0485
O 0.49 -0.67 -1.48 -0.4053
C 0.11 -1.98 -1.85 -0.1961
C 0.59 -3.04 -0.88 -0.1833
O 0.08 -2.71 0.40 -0.4076
C 0.56 -3.59 1.40 -0.0901
H 2.60 -0.70 -1.39 0.0812
H 1.88 0.83 -1.81 0.0884
H 1.85 -0.56 -3.00 0.1034
H 0.39 -2.18 -2.89 0.1410
H -0.98 -2.06 -1.80 0.1245
H 1.69 -3.02 -0.84 0.1410
H 0.27 -4.03 -1.19 0.1442
H 0.40 -4.63 1.11 0.1027
H 0.02 -3.38 2.31 0.0992
H 1.63 -3.43 1.57 0.0923



Number 1: electronic energy -446.0423 hartree. Number 2: electronic energy -446.0197 hartree. Number 3: electronic energy -1064.8656 hartree. Number 4: electronic energy -3843.6364 hartree. Number 5: electronic energy -2240.6128 hartree. Number 6: electronic energy -2935.9240 hartree.